Model P:
The following is a quantum chemistry calculation of a cluster of 3 separate species, C4H15N2O in total, from OMol25.

The charge is +1.

```
22
Properties=species:S:1:pos:R:3:mulliken_charge:R:1
C -2.12 0.09 2.30 -0.21
N -0.79 0.60 2.08 -0.34
C -2.36 -1.07 1.34 -1.02
N 2.32 0.59 -0.46 -0.32
C 2.48 0.11 -1.79 -0.29
C 1.53 -1.00 -2.17 -0.95
H -2.19 -0.14 3.37 0.38
H -2.92 0.83 2.12 0.28
H -0.73 0.80 1.08 0.28
H -0.67 1.50 2.55 0.31
H -2.25 -0.64 0.34 0.28
H -1.49 -1.73 1.41 0.30
H -3.28 -1.57 1.54 0.37
H 2.72 1.52 -0.35 0.31
H 3.54 -0.16 -1.95 0.40
H 2.40 0.96 -2.49 0.31
H 1.81 -1.35 -3.16 0.36
H 1.64 -1.76 -1.41 0.30
H 0.51 -0.58 -2.13 0.30
H 1.33 0.66 -0.21 0.27
H -0.87 1.55 -1.29 0.29
O -0.60 0.78 -0.74 -0.61
```

Model Q:
The following is a quantum chemistry calculation of a cluster of 2 separate species, C4H15N2O in total, from OMol25.

The charge is +1.

```
22
Properties=species:S:1:pos:R:3:mulliken_charge:R:1
N 0.07 -1.07 2.06 -0.29
C 1.34 -0.64 1.28 -0.60
C 1.31 -1.03 -0.14 -0.68
N 0.27 -0.22 -0.76 -0.13
C 0.53 1.13 -1.18 -0.28
C -0.23 1.42 -2.54 -1.27
H 0.30 -1.32 3.05 0.39
H -0.28 -1.97 1.52 0.41
H -0.79 -0.46 2.12 0.31
H 1.47 0.47 1.48 0.31
H 2.27 -0.98 1.76 0.38
H 1.26 -2.10 -0.52 0.36
H 2.27 -0.67 -0.48 0.30
H -0.12 -0.85 -1.52 0.28
H 1.64 1.31 -1.51 0.24
H 0.28 1.82 -0.30 0.23
H 0.17 0.70 -3.30 0.34
H -1.27 1.19 -2.40 0.34
H 0.03 2.40 -2.94 0.37
H -2.68 -0.11 0.24 0.31
H -3.53 0.84 0.98 0.31
O -2.64 0.44 1.03 -0.63
```

model Q is the most stable structure; the next one sits 6.106 eV above it.